Entry 1:
DFT (the ωB97M-V functional and the def2-TZVPD basis) results for a 2-piece molecular cluster, C2H7NO3S overall.

Element x y z (Å)
C1 0.21307 -1.26372 1.41217
C2 0.29955 0.18060 1.56706
N1 -0.10138 1.00677 0.75583
O1 0.02746 0.44883 -1.96975
O2 -1.15617 2.62820 -1.03943
O3 -2.20178 1.23232 -2.82079
S1 -1.36389 1.24979 -1.30852
H1 0.30059 -1.71256 2.40710
H2 -0.70728 -1.51997 0.84634
H3 1.08985 -1.53547 0.70080
H4 0.85426 0.51482 2.40766
H5 0.14062 1.97571 0.80464
H6 -3.14419 1.25439 -2.96002
H7 0.14252 0.77146 -2.86813

Properties
frontier orbital gap = 0.36400 Eh

---

Entry 2:
DFT (the ωB97M-V functional and the def2-TZVPD basis) results for a 2-piece molecular cluster, C37H54ClF4N4O8P2S2 overall.

Element x y z (Å)
C1 2.10043 -6.63028 -0.51255
C2 0.60185 -6.50513 -0.59297
O1 -0.14871 -7.36772 -0.21579
O2 0.12052 -5.36939 -1.17168
C3 0.41871 -4.12298 -0.50300
C4 -0.56185 -3.98032 0.64679
C5 -0.37698 -2.70152 1.50196
C6 1.02400 -2.89141 2.13929
N1 1.45139 -2.06778 3.27264
O3 -0.35207 -1.65210 0.53141
P1 -1.34631 -0.26223 0.82377
C7 -0.60232 0.60468 -0.73388
C8 -1.43494 1.37292 -1.78214
C9 -1.54188 0.70966 -3.17710
S1 -3.20544 0.57649 -3.89675
C10 -0.04622 0.50253 1.99118
C11 1.46958 0.49671 1.83326
C12 2.16258 1.04551 2.90453
C13 3.54083 1.18611 2.91321
C14 4.31263 0.79937 1.83309
C15 5.80434 0.96994 1.83276
C16 3.64960 0.23781 0.75143
C17 2.26683 0.08010 0.75433
P2 -2.99649 -1.01536 -0.79206
O4 -2.25421 -2.34630 -1.38545
Cl1 -4.63392 -1.88775 0.04036
C18 -2.54818 1.25683 1.20384
F1 -1.90409 2.44138 0.87243
F2 -3.67164 1.24533 0.40553
C19 -3.13668 1.49987 2.61536
F3 -4.20363 0.70537 2.81806
F4 -2.23037 1.27521 3.59009
O5 -2.17211 -1.16068 2.00565
C20 -1.64237 -2.40886 2.44004
C21 -1.38493 -2.19907 3.94865
C22 -2.56581 -1.60442 4.68544
N2 -2.48252 -0.92968 5.74891
C23 -2.72415 -3.49776 2.34902
C24 -2.33321 -4.87111 2.94736
C25 -2.72840 -6.09847 2.11844
S2 -4.40030 -6.00707 1.54834
O6 -4.42472 -5.44266 0.22950
O7 -5.20511 -5.47688 2.60113
O8 -4.77402 -7.54794 1.42458
H1 2.34052 -7.64100 -0.19926
H2 2.48748 -5.95345 0.25161
H3 2.58279 -6.37265 -1.45186
H4 0.31563 -3.35733 -1.26680
H5 1.45961 -4.13299 -0.18201
H6 -1.55836 -4.02984 0.22248
H7 -0.43445 -4.87218 1.25633
H8 1.14436 -3.95719 2.36405
H9 1.73461 -2.67041 1.34146
H10 2.45275 -1.93444 3.24428
H11 1.22662 -2.50960 4.15095
H12 0.18123 1.27173 -0.37098
H13 -0.09029 -0.21374 -1.23899
H14 -0.92046 2.32476 -1.95817
H15 -2.42320 1.67169 -1.44947
H16 -0.97091 1.29772 -3.90115
H17 -1.11614 -0.29498 -3.17466
H18 -3.86932 1.19114 -2.91610
H19 -0.30634 1.54830 2.14482
H20 -0.23427 0.05836 2.96599
H21 1.60923 1.37490 3.77538
H22 4.02787 1.61250 3.78088
H23 6.16396 1.30591 0.85949
H24 6.13003 1.69223 2.57884
H25 6.31289 0.02907 2.05026
H26 4.22748 -0.08508 -0.10919
H27 1.79628 -0.40370 -0.08547
H28 -1.30464 -2.29295 -1.21001
H29 -3.45322 2.54491 2.67483
H30 -0.55174 -1.53285 4.13249
H31 -1.14500 -3.14001 4.45590
H32 -3.56609 -1.78237 4.29805
H33 -1.50532 -0.80713 6.02360
H34 -3.07380 -3.61105 1.32839
H35 -3.60443 -3.14654 2.88052
H36 -2.82828 -4.97611 3.91281
H37 -1.26295 -4.92750 3.14823
H38 -2.09521 -6.28674 1.25245
H39 -2.67862 -6.98544 2.74947
H40 -4.61822 -7.82393 0.50928
C26 0.67402 10.43243 -4.41159
N3 0.96683 9.00914 -4.16591
C27 0.21153 8.32850 -3.27431
C28 0.42713 7.00064 -3.03304
C29 1.44130 6.31701 -3.72188
C30 2.21649 7.05240 -4.63076
C31 1.96136 8.38274 -4.82929
C32 1.66498 4.88866 -3.51040
C33 1.75697 4.00152 -4.59537
C34 1.96350 2.66746 -4.37050
N4 2.08862 2.19081 -3.11419
C35 2.01420 3.02332 -2.04725
C36 1.79910 4.36194 -2.21796
C37 2.27815 0.76814 -2.82795
H41 0.73539 10.97852 -3.47362
H42 -0.32419 10.52435 -4.83327
H43 1.40252 10.82745 -5.11115
H44 -0.56903 8.88814 -2.77972
H45 -0.20790 6.48862 -2.32386
H46 3.02691 6.58919 -5.17490
H47 2.53911 8.98403 -5.51501
H48 1.63756 4.34634 -5.61253
H49 2.01149 1.94482 -5.17121
H50 2.12518 2.56351 -1.07257
H51 1.74260 4.99505 -1.34365
H52 1.46717 0.48338 -2.16826
H53 3.23345 0.63401 -2.32463
H54 2.24372 0.18497 -3.74291

Properties
net charge = +1
frontier orbital gap = 0.06682 Eh

---

Entry 3:
DFT (the ωB97M-V functional and the def2-TZVPD basis) results for a 2-piece molecular cluster, C9H14 overall.

Element x y z (Å)
C1 -0.59750 -2.00658 -2.85344
C2 -0.57021 -1.26324 -1.55332
C3 0.12748 -1.53926 -0.38648
C4 -0.24825 -1.03532 0.84173
C5 -1.18145 -0.01285 1.07004
C6 -1.80655 0.37732 -0.11549
C7 -1.41016 -0.15116 -1.39691
H1 0.39452 -2.27714 -3.20666
H2 -1.14491 -1.55795 -3.65996
H3 -1.20495 -2.86408 -2.70244
H4 0.88883 -2.33277 -0.32465
H5 -0.03589 -1.64521 1.71043
H6 -1.57577 0.19935 2.08782
H7 -2.49720 1.20814 -0.21985
H8 -1.79055 0.37998 -2.27664
C8 2.94494 2.21541 2.33165
C9 1.64683 2.51410 1.55262
H9 3.61250 1.61348 1.66938
H10 3.41245 3.19738 2.47431
H11 2.68357 1.92111 3.32700
H12 1.63849 2.23298 0.50043
H13 0.91206 1.78139 2.07369
H14 1.15477 3.48057 1.77745

Properties
frontier orbital gap = 0.36198 Eh
SMILES = Cc1ccccc1.CC

---

Entry 4:
DFT (the ωB97M-V functional and the def2-TZVPD basis) results for the molecule C4H7NO.

Element x y z (Å)
C1 -1.71037 -0.68968 -0.55592
C2 -0.40367 -0.89589 0.17313
O1 0.11708 -1.97927 0.34582
N1 0.12465 0.29853 0.69012
C3 0.82845 1.17651 -0.23052
C4 1.55196 0.43033 0.83848
H1 -1.82333 -1.43979 -1.34107
H2 -2.53577 -0.80557 0.15505
H3 -1.77035 0.31870 -0.97567
H4 0.62450 2.24044 -0.13159
H5 0.95287 0.82036 -1.25395
H6 1.87764 0.96069 1.72976
H7 2.15257 -0.43102 0.55278

Properties
frontier orbital gap = 0.39699 Eh
SMILES = CC(=O)N1CC1

---

Q: Which value of frontier orbital gap does entry 4 give?
A: 0.39699 Eh